[1]
DFT (ωB97M-V with the def2-TZVPD basis set) results for a 4-piece molecular cluster, C22H39NO14S4 overall in a non-equilibrium geometry.

F_max	1.372	eV/Å
orbital gap	7.93	eV
LUMO level	-1.20	eV
structure (SMILES)	CCCCCC1=C(CC=O)C(=O)C(S)=C(ON=O)C1=O.CCOS(C)(=O)=O.CCOS(C)(=O)=O.CCOS(C)(=O)=O

```
80
Properties=species:S:1:pos:R:3:forces:R:3:mulliken_charge:R:1
C -3.84896 3.59763 1.36434 0.18 -0.43 0.05 -0.97
C -2.78636 2.94247 2.27783 -0.41 0.79 -1.05 -0.60
C -1.59415 2.41443 1.47289 0.35 -0.52 0.94 -0.81
C -1.46634 0.88562 1.41642 -0.27 0.20 -0.73 -0.79
C -2.81236 0.13239 1.33132 0.42 -0.61 -0.04 -0.39
C -2.86018 -0.81636 0.16821 -0.17 0.34 0.10 0.49
C -2.06851 -1.86931 -0.02124 0.00 0.09 -0.25 0.89
C -1.00297 -2.27480 0.94536 -0.45 -0.44 -0.30 -0.97
C -1.55481 -2.65008 2.30877 0.26 0.29 -0.51 -0.28
O -0.89897 -2.58406 3.30395 0.19 -0.09 0.58 -0.48
C -2.28835 -2.64884 -1.27657 0.03 -0.54 -0.18 -0.37
O -2.17480 -3.85913 -1.33449 0.34 0.64 -0.02 -0.60
C -2.69118 -1.83677 -2.46816 0.45 0.11 -0.55 0.54
S -2.10855 -2.28193 -4.07703 -0.19 -0.72 -0.14 -0.23
C -3.47825 -0.78451 -2.26945 -0.24 -0.14 0.07 0.04
O -3.84756 0.04077 -3.27110 0.84 0.12 0.15 -0.37
N -5.27963 0.43426 -3.22555 -1.16 0.21 0.36 0.20
O -5.39224 1.52901 -2.91552 0.11 0.04 -0.36 -0.18
C -3.90782 -0.53184 -0.85648 -0.07 -0.10 0.00 -0.08
O -5.02145 -0.17184 -0.55653 0.08 0.31 -0.20 -0.60
H -4.65051 2.89360 1.16473 -0.37 0.06 -0.03 0.32
H -3.43258 3.86634 0.40218 0.26 0.06 -0.22 0.06
H -4.23636 4.51220 1.78981 -0.36 0.11 0.23 0.38
H -2.47162 3.71478 2.96431 0.30 0.01 0.35 0.48
H -3.27486 2.16221 2.84388 0.08 -0.22 0.37 0.36
H -1.55840 2.80467 0.46754 -0.29 0.26 -0.26 0.31
H -0.69423 2.77811 1.95689 0.33 0.11 -0.05 0.37
H -0.85326 0.49610 2.21599 -0.03 -0.04 0.47 0.35
H -0.91707 0.65461 0.50942 0.28 -0.04 -0.19 0.51
H -3.66288 0.79092 1.23433 -0.15 0.20 0.19 0.46
H -2.92547 -0.46059 2.23174 -0.33 0.06 0.37 0.40
H -0.47259 -3.13382 0.54669 0.02 -0.39 -0.04 0.51
H -0.26051 -1.49473 1.01236 0.22 0.31 0.35 0.41
H -2.60458 -2.98500 2.32407 -0.17 -0.13 0.00 0.48
H -1.57921 -1.13274 -4.52087 -0.17 0.23 0.43 0.19
O 1.54570 -1.89596 -3.44464 0.02 0.22 0.14 -0.68
S 1.80114 -3.20598 -2.92769 0.01 -0.42 -0.10 1.24
O 1.96917 -3.39754 -1.51597 -0.09 0.21 0.07 -0.52
O 3.04742 -3.82205 -3.69239 0.01 -0.08 0.00 -0.28
C 4.28002 -3.06388 -3.71358 0.45 0.30 0.04 -0.36
C 5.00668 -3.07876 -2.38483 -0.18 -0.06 0.16 -0.97
C 0.58384 -4.32644 -3.50511 0.24 -0.28 -0.12 -0.65
H 4.07494 -2.04459 -4.04485 -0.17 -0.03 0.04 0.32
H 4.89160 -3.53728 -4.47887 -0.18 -0.14 -0.06 0.27
H 4.44306 -2.56322 -1.61222 -0.05 0.06 0.04 0.29
H 5.97247 -2.58323 -2.47985 0.03 -0.02 -0.11 0.40
H 5.16553 -4.10106 -2.04354 0.06 -0.02 -0.04 0.25
H 0.46697 -4.19862 -4.57646 -0.01 0.02 -0.02 0.34
H -0.33574 -4.08238 -2.99361 -0.15 0.04 0.11 0.01
H 0.88846 -5.34143 -3.26109 0.09 0.04 0.02 0.37
O -1.83243 7.12746 0.10103 0.12 -0.12 0.24 -0.70
S -1.71198 6.28997 -1.05107 -0.17 0.21 -0.50 1.26
O -1.34294 4.91436 -0.91962 0.04 -0.07 0.22 -0.56
O -0.74354 6.99313 -2.09615 -0.09 -0.05 -0.07 -0.27
C 0.57887 7.36267 -1.64755 0.55 0.09 0.21 -0.37
C 1.50238 6.17073 -1.49104 -0.17 -0.18 0.05 -0.95
C -3.18717 6.38569 -2.00442 -0.03 0.04 -0.07 -0.98
H 0.50391 7.93400 -0.72102 -0.15 -0.06 0.02 0.34
H 0.96379 8.03311 -2.41279 -0.21 0.00 -0.11 0.27
H 1.16907 5.50991 -0.69276 0.00 0.02 0.02 0.27
H 2.51058 6.50849 -1.25115 -0.01 0.08 -0.05 0.38
H 1.53228 5.58550 -2.40983 0.05 0.04 -0.03 0.26
H -3.45834 7.42943 -2.13347 0.02 0.01 0.01 0.36
H -3.95816 5.85744 -1.44737 0.03 -0.01 0.06 0.36
H -3.01802 5.90083 -2.96188 0.02 -0.01 0.00 0.31
O 4.56917 -3.13656 2.10375 0.07 0.18 0.01 -0.68
S 3.43647 -3.15548 2.97983 -0.21 -0.28 0.11 1.24
O 2.91509 -1.93772 3.51572 0.14 0.21 -0.10 -0.61
O 3.74254 -4.16254 4.17566 -0.14 -0.07 -0.04 -0.28
C 4.93565 -3.94126 4.95361 0.44 0.16 0.29 -0.37
C 4.81520 -2.75729 5.89309 -0.14 0.15 -0.11 -0.98
C 2.12393 -4.05916 2.24427 -0.03 -0.26 0.03 -0.69
H 5.79331 -3.83564 4.28681 -0.10 0.03 -0.11 0.33
H 5.07928 -4.85551 5.52585 -0.17 -0.10 -0.11 0.27
H 4.72459 -1.82148 5.34472 0.02 -0.01 -0.02 0.30
H 5.69861 -2.69315 6.52908 0.01 -0.10 0.00 0.38
H 3.93030 -2.85558 6.52131 0.02 -0.04 0.04 0.26
H 2.52265 -4.99551 1.86316 -0.01 0.01 -0.02 0.43
H 1.73327 -3.45593 1.43100 0.10 0.09 -0.10 0.04
H 1.34795 -4.23129 2.98584 0.04 0.07 0.05 0.33
```
Forces are in eV/Å.

[2]
DFT (ωB97M-V with the def2-TZVPD basis set) results for a 2-piece molecular cluster, C5H16N2O overall in a non-equilibrium geometry.

F_max	1.559	eV/Å
ΔE to the lowest compared entry with this formula, charge and spin	93.0	kJ/mol
orbital gap	9.27	eV
LUMO level	0.64	eV
structure (SMILES)	CNCC[C@H](C)N.O

```
24
Properties=species:S:1:pos:R:3:forces:R:3:mulliken_charge:R:1
C -1.76264 -0.30128 -1.74479 -0.54 -0.94 0.07 -1.23
C -1.79922 0.93847 -0.86429 0.87 0.42 0.30 0.41
C -0.66315 0.90070 0.17247 -0.23 -0.15 0.48 -0.65
C -1.11954 0.28055 1.51612 -0.15 -0.18 -0.50 -0.90
C 0.42800 -1.58112 1.69011 -0.77 -1.00 0.92 -0.79
N -0.09617 -0.38719 2.29703 -0.24 0.45 0.20 -0.34
N -1.71270 2.22175 -1.55688 -0.17 0.14 0.06 -0.67
H -0.77095 -0.74703 -1.85437 0.18 0.55 -0.44 0.25
H -2.25592 -0.13947 -2.70828 0.29 0.03 0.03 0.35
H -2.30578 -1.13729 -1.28845 -0.22 0.19 0.16 0.34
H -2.70854 0.93965 -0.27474 -0.52 0.08 -0.13 0.28
H 0.15599 0.30337 -0.21245 0.26 -0.02 -0.15 0.34
H -0.29184 1.91018 0.34269 0.02 0.08 0.04 0.31
H -1.57836 1.04494 2.14512 -0.10 0.01 -0.07 0.33
H -1.89927 -0.45335 1.26796 0.06 0.00 0.27 0.38
H 1.31036 -1.94713 2.19760 0.50 0.32 -0.10 0.35
H -0.27102 -2.41831 1.83603 -0.24 0.24 0.11 0.25
H 0.53775 -1.54642 0.62960 0.63 0.26 -0.99 0.26
H 0.59916 0.29196 2.56994 0.29 -0.22 -0.07 0.26
H -0.77091 2.43455 -1.85176 0.05 -0.09 -0.13 0.20
H -2.33643 2.31269 -2.34682 0.01 -0.16 -0.04 0.25
H 5.94143 -1.27073 -1.17498 -0.09 -0.02 -0.20 0.32
H 6.72762 -0.95432 0.07238 0.09 0.22 -0.36 0.32
O 6.64214 -0.69516 -0.85923 0.00 -0.20 0.56 -0.64
```
Forces are in eV/Å.

Look up the LUMO level of the second one.
0.64 eV

Among the records above, which one has the highest orbital gap?
C5H16N2O